*P*
One molecule with the formula CH5NSi2, computed with ωB97M-V/def2-TZVPD.

Structure (XYZ):
```
9
Properties=species:S:1:pos:R:3
N -1.683 2.423 1.293
C -1.213 1.788 0.027
Si -0.687 0.179 -0.715
Si 1.013 -0.813 0.534
H -2.016 -0.402 -0.988
H 0.254 0.303 -1.992
H 1.087 -2.076 -0.248
H 2.323 -0.315 0.211
H 0.922 -1.087 1.879
```

Properties
orbital gap (alpha / beta): 9.5926 / 9.5393 eV
SMILES string: N#C[SiH2][SiH3]
HOMO energy (alpha / beta): -10.351 / -10.077 eV
net charge: 0
LUMO level (alpha / beta): -0.758 / -0.538 eV

***

*Q*
A 2-piece molecular cluster, CH5NSi2 overall, computed with ωB97M-V/def2-TZVPD.

Structure (XYZ):
```
9
Properties=species:S:1:pos:R:3
C -2.163 0.126 0.709
N -2.794 0.811 1.377
Si 2.089 0.678 0.004
Si -1.082 -1.062 -0.250
H 3.004 0.045 0.954
H 2.670 0.959 -1.276
H 0.899 1.366 0.536
H -1.739 -2.350 -0.548
H -0.885 -0.573 -1.505
```

Properties
orbital gap (alpha / beta): 6.2425 / 7.4291 eV
HOMO energy (alpha / beta): -7.979 / -8.640 eV
net charge: 0
LUMO level (alpha / beta): -1.736 / -1.211 eV

***

On energetic grounds, *Q* is preferred over the next structure by 0.975 eV.

***

*P*
One molecule with the formula CH5NSi2, computed with ωB97M-V/def2-TZVPD.

Structure (XYZ):
```
9
Properties=species:S:1:pos:R:3
N -2.799 -1.450 2.630
C -1.560 -1.442 1.736
Si -0.458 -1.369 0.189
Si 0.026 0.936 0.146
H 0.878 -1.998 0.392
H -1.126 -2.099 -0.873
H 0.178 1.509 -1.133
H -0.996 1.385 0.947
H 1.115 1.050 1.023
```

Properties
orbital gap (alpha / beta): 9.5975 / 9.6012 eV
SMILES string: N#C[SiH2][SiH3]
HOMO energy (alpha / beta): -10.066 / -10.074 eV
net charge: 0
LUMO level (alpha / beta): -0.468 / -0.473 eV

***

*Q*
One molecule with the formula CH5NSi2, computed with ωB97M-V/def2-TZVPD.

Structure (XYZ):
```
9
Properties=species:S:1:pos:R:3
N -3.032 0.469 -0.110
C -1.951 0.069 -0.161
Si -0.312 -0.843 0.057
Si 1.347 0.774 -0.062
H -0.501 -1.583 1.332
H -0.545 -2.167 -0.908
H 0.703 1.690 1.023
H 2.708 0.229 0.289
H 1.583 1.362 -1.460
```

Properties
orbital gap: 11.5979 eV
SMILES string: N#C[SiH2][SiH3]
HOMO energy: -11.125 eV
net charge: 0
LUMO level: 0.473 eV

***

On energetic grounds, *Q* is preferred over the next structure by 4.198 eV.

***

*P*
A 10-piece molecular cluster, C41H62BN9O overall, computed with ωB97M-V/def2-TZVPD.

Structure (XYZ):
```
114
Properties=species:S:1:pos:R:3
C 34.641 11.235 35.715
C 33.071 11.660 35.348
C 32.338 10.248 35.457
C 30.839 10.553 35.513
C 30.468 11.403 36.696
C 31.255 12.794 36.662
N 32.645 12.581 36.385
O 33.506 13.338 36.868
C 31.119 13.449 38.098
C 30.729 13.796 35.672
C 33.206 12.241 33.964
H 34.997 10.227 35.090
H 34.879 10.999 36.859
H 35.298 12.102 35.638
H 32.545 9.668 36.377
H 32.500 9.603 34.482
H 30.212 9.563 35.988
H 30.318 10.971 34.798
H 30.785 10.815 37.524
H 29.365 11.546 37.018
H 31.204 14.528 38.082
H 31.960 13.175 38.739
H 30.237 13.539 38.637
H 31.095 14.719 35.751
H 29.534 14.006 35.751
H 30.949 13.509 34.545
H 33.532 13.252 33.918
H 32.107 11.921 33.486
H 33.975 11.831 33.480
B 33.310 11.117 40.419
H 32.960 10.719 39.453
H 34.215 11.860 40.160
H 32.474 11.642 41.030
H 33.785 10.164 40.899
N 31.578 6.472 41.316
C 32.987 6.535 41.200
C 33.351 5.137 41.157
C 32.115 4.381 41.224
C 30.999 5.271 41.238
H 31.107 7.335 41.433
H 33.731 7.359 41.357
H 34.509 4.860 40.941
H 31.855 3.420 41.533
H 29.996 5.189 41.434
N 32.442 15.766 43.598
C 32.521 17.049 43.115
C 32.771 17.042 41.613
C 32.924 15.573 41.404
C 32.748 14.809 42.738
H 32.138 15.770 44.560
H 32.268 17.770 43.737
H 32.470 17.781 40.994
H 33.140 15.147 40.440
H 32.758 13.640 42.973
N 35.998 12.153 41.947
C 37.038 11.156 42.158
C 37.735 11.537 43.401
C 37.083 12.927 43.820
C 35.971 13.199 42.814
H 35.189 12.092 41.354
H 37.269 10.276 41.539
H 38.685 11.006 43.667
H 37.258 13.352 44.717
H 35.249 14.020 42.906
N 36.165 15.774 38.376
C 36.207 17.082 37.934
C 34.909 17.771 38.214
C 34.045 16.674 38.821
C 34.862 15.381 38.902
H 36.908 15.178 38.232
H 37.019 17.414 37.436
H 34.801 18.829 37.798
H 33.051 16.818 38.959
H 34.511 14.311 39.035
N 29.995 15.125 42.188
C 28.850 15.905 42.548
C 27.633 15.200 42.049
C 28.094 13.904 41.423
C 29.619 14.015 41.495
H 30.921 15.395 42.336
H 28.897 16.975 43.104
H 26.549 15.489 42.065
H 27.440 13.185 40.991
H 30.283 13.219 41.219
N 35.452 9.038 38.502
C 34.513 8.296 37.932
C 35.202 7.306 37.002
C 36.770 7.637 37.001
C 36.753 8.819 38.095
H 35.253 9.641 39.280
H 33.478 8.322 38.345
H 34.581 6.681 36.493
H 37.691 7.185 36.553
H 37.466 9.417 38.572
N 34.112 10.888 44.266
C 33.893 11.477 45.452
C 32.725 10.744 46.173
C 32.248 9.654 45.204
C 33.160 9.949 43.965
H 34.741 11.214 43.598
H 34.413 12.373 45.713
H 32.431 10.928 47.286
H 31.494 9.130 45.340
H 33.273 9.422 42.972
N 30.439 9.301 41.325
C 30.067 9.174 42.720
C 28.744 8.441 42.779
C 28.359 8.299 41.266
C 29.387 8.934 40.470
H 31.248 9.917 41.046
H 30.558 9.755 43.565
H 28.221 8.087 43.665
H 27.688 7.639 40.827
H 29.565 8.939 39.397
```

Properties
orbital gap: 3.0805 eV
HOMO energy: -7.088 eV
net charge: 0
LUMO level: -4.008 eV

***

*Q*
A 10-piece molecular cluster, C41H62BN9O overall, computed with ωB97M-V/def2-TZVPD.

Structure (XYZ):
```
114
Properties=species:S:1:pos:R:3
C -0.275 2.185 -1.551
C 0.467 0.885 -1.360
C 1.968 1.278 -0.977
C 2.627 0.241 -0.092
C 1.642 0.109 1.104
C 0.302 -0.616 0.639
N -0.308 0.040 -0.457
O -1.531 -0.125 -0.646
C -0.681 -0.688 1.989
C 0.498 -2.064 0.322
C 0.401 -0.032 -2.702
H 0.200 3.044 -2.166
H -0.650 2.800 -0.739
H -1.192 2.040 -2.017
H 1.985 2.018 -0.194
H 2.460 1.086 -1.792
H 3.523 0.525 0.183
H 2.824 -0.729 -0.767
H 1.211 0.938 1.694
H 2.083 -0.442 1.921
H -1.405 -1.475 1.896
H -1.162 0.279 2.069
H -0.026 -0.776 2.893
H -0.267 -2.559 -0.079
H 0.710 -2.606 1.221
H 1.433 -2.235 -0.098
H 0.879 -0.842 -2.437
H 0.968 0.566 -3.300
H -0.536 -0.454 -2.997
B 4.924 -2.547 -1.008
H 5.820 -3.178 -1.164
H 4.011 -3.287 -0.365
H 5.084 -1.667 -0.305
H 4.298 -2.083 -2.111
N 5.603 0.342 -3.047
C 6.618 1.093 -2.681
C 6.760 2.126 -3.699
C 5.566 1.970 -4.722
C 4.839 0.838 -4.160
H 5.231 -0.379 -2.436
H 7.226 0.768 -1.852
H 7.342 3.031 -3.904
H 5.268 2.470 -5.622
H 3.990 0.094 -4.247
N 2.467 0.924 4.385
C 1.244 0.790 5.057
C 0.276 1.948 4.637
C 1.334 2.874 3.975
C 2.598 2.181 3.701
H 3.195 0.217 4.448
H 1.118 -0.048 5.745
H -0.711 2.216 4.884
H 1.062 3.682 3.563
H 3.590 2.529 3.214
N -1.624 -4.943 1.802
C -2.951 -4.759 1.362
C -3.645 -3.816 2.342
C -2.552 -3.338 3.278
C -1.230 -4.080 2.871
H -0.815 -5.525 1.221
H -3.298 -5.315 0.568
H -4.733 -3.447 2.332
H -2.850 -2.723 4.044
H -0.106 -4.183 3.315
N -6.881 -1.232 -0.464
C -5.678 -1.719 -1.171
C -4.551 -1.478 -0.203
C -5.108 -1.087 1.117
C -6.554 -0.881 0.829
H -7.728 -1.164 -0.648
H -5.862 -2.032 -2.190
H -3.638 -1.952 -0.453
H -4.488 -1.111 2.160
H -7.269 -0.478 1.552
N -2.372 -3.252 -5.242
C -3.032 -2.042 -5.085
C -2.877 -1.559 -3.631
C -2.051 -2.659 -2.925
C -1.618 -3.662 -4.048
H -2.416 -3.704 -6.129
H -3.348 -1.671 -6.043
H -3.096 -0.583 -3.260
H -1.753 -2.804 -1.889
H -1.304 -4.657 -4.014
N -2.704 4.627 1.684
C -2.576 3.317 1.766
C -3.938 2.742 2.175
C -4.792 3.968 2.380
C -3.938 5.166 2.021
H -1.863 5.176 1.395
H -1.677 2.774 1.436
H -4.229 1.716 2.445
H -5.902 3.990 2.564
H -4.152 6.076 1.824
N -3.277 3.325 -3.438
C -2.728 4.497 -3.294
C -1.529 4.406 -4.285
C -1.457 3.092 -4.884
C -2.701 2.395 -4.221
H -4.248 3.165 -2.788
H -3.082 5.325 -2.615
H -0.780 5.098 -4.359
H -0.842 2.869 -5.764
H -3.106 1.384 -4.430
N 5.555 -0.415 4.591
C 4.762 -0.660 5.663
C 3.983 -1.807 5.150
C 4.027 -1.955 3.644
C 5.257 -1.041 3.403
H 6.376 0.042 4.896
H 5.110 -0.495 6.619
H 3.406 -2.620 5.870
H 3.749 -2.682 2.962
H 5.822 -0.864 2.394
```

Properties
orbital gap: 4.4130 eV
HOMO energy: -7.360 eV
net charge: 0
LUMO level: -2.947 eV

***

On energetic grounds, *P* is preferred over the next structure by 2.110 eV.